{"formula": "C49H73N5O8", "method": "ωB97M-V/def2-TZVPD", "elements": ["N", "C", "C", "C", "C", "C", "H", "H", "H", "H", "H", "N", "C", "C", "C", "C", "C", "H", "H", "H", "H", "H", "N", "C", "C", "C", "C", "C", "H", "H", "H", "H", "H", "N", "C", "C", "C", "C", "C", "H", "H", "H", "H", "H", "N", "C", "C", "C", "C", "C", "H", "H", "H", "H", "H", "C", "C", "O", "C", "H", "H", "H", "H", "H", "H", "C", "C", "O", "C", "H", "H", "H", "H", "H", "H", "C", "C", "O", "C", "H", "H", "H", "H", "H", "H", "C", "C", "O", "C", "H", "H", "H", "H", "H", "H", "C", "C", "O", "C", "H", "H", "H", "H", "H", "H", "C", "C", "O", "C", "H", "H", "H", "H", "H", "H", "C", "C", "O", "C", "H", "H", "H", "H", "H", "H", "C", "C", "O", "C", "H", "H", "H", "H", "H", "H"], "positions_angstrom": [[0.780, 4.446, 4.204], [0.117, 5.071, 5.204], [-1.185, 5.503, 5.129], [-1.743, 5.520, 3.823], [-1.073, 4.942, 2.767], [0.226, 4.386, 2.975], [0.707, 5.151, 6.104], [-1.851, 5.714, 5.952], [-2.649, 5.983, 3.459], [-1.487, 4.970, 1.770], [0.845, 3.868, 2.258], [1.717, -2.169, -1.308], [1.146, -2.213, -2.550], [1.829, -2.185, -3.770], [3.196, -2.287, -3.691], [3.837, -2.340, -2.456], [3.071, -2.165, -1.278], [0.067, -2.247, -2.586], [1.279, -1.987, -4.679], [3.824, -2.150, -4.559], [4.902, -2.419, -2.296], [3.577, -2.213, -0.325], [4.496, -4.936, 2.347], [4.221, -3.578, 2.268], [2.919, -3.073, 2.209], [1.809, -3.912, 2.321], [2.126, -5.265, 2.562], [3.457, -5.772, 2.547], [5.113, -3.004, 2.063], [2.752, -2.028, 1.997], [0.787, -3.564, 2.344], [1.347, -5.949, 2.864], [3.705, -6.789, 2.810], [-0.815, 0.288, -5.681], [-1.081, 1.004, -4.574], [-2.229, 1.829, -4.441], [-3.148, 1.750, -5.514], [-2.915, 0.877, -6.604], [-1.759, 0.168, -6.595], [-0.270, 1.052, -3.862], [-2.223, 2.443, -3.553], [-4.054, 2.336, -5.457], [-3.725, 0.503, -7.213], [-1.507, -0.524, -7.384], [-0.048, 0.397, 3.792], [-1.406, 0.657, 4.006], [-2.215, -0.177, 4.845], [-1.611, -1.333, 5.363], [-0.224, -1.555, 5.191], [0.484, -0.598, 4.483], [-1.731, 1.595, 3.579], [-3.283, -0.047, 4.947], [-2.123, -1.998, 6.042], [0.174, -2.464, 5.618], [1.551, -0.713, 4.603], [-0.160, 4.842, -1.377], [0.322, 4.916, -2.837], [-0.221, 5.682, -3.632], [1.473, 4.068, -3.261], [-0.750, 3.940, -1.214], [-0.699, 5.650, -0.883], [0.659, 4.769, -0.661], [2.065, 3.891, -2.363], [2.097, 4.409, -4.088], [1.067, 3.126, -3.630], [6.654, 0.575, -1.809], [5.580, 1.259, -1.079], [4.934, 0.725, -0.167], [5.224, 2.676, -1.622], [7.622, 1.063, -1.702], [6.463, 0.573, -2.882], [6.671, -0.486, -1.558], [6.082, 3.344, -1.708], [4.415, 3.122, -1.043], [4.806, 2.394, -2.588], [-5.819, 2.703, 0.290], [-4.802, 1.490, 0.426], [-5.242, 0.417, 0.759], [-3.412, 1.966, 0.483], [-5.560, 3.512, 0.972], [-6.845, 2.398, 0.496], [-5.804, 3.027, -0.750], [-2.551, 1.315, 0.332], [-3.278, 2.522, 1.411], [-3.221, 2.644, -0.348], [-5.916, -3.500, 2.084], [-4.447, -3.138, 2.319], [-3.993, -3.221, 3.461], [-3.566, -2.989, 1.067], [-6.074, -4.377, 1.457], [-6.292, -2.604, 1.589], [-6.321, -3.539, 3.095], [-3.930, -3.471, 0.160], [-2.625, -3.391, 1.441], [-3.459, -1.949, 0.759], [-0.303, -0.862, 0.705], [0.169, 0.434, 0.027], [-0.374, 1.054, -0.908], [1.507, 0.873, 0.574], [0.535, -1.368, 1.184], [-0.787, -1.571, 0.033], [-1.021, -0.566, 1.471], [2.267, 0.988, -0.199], [1.825, 0.230, 1.395], [1.433, 1.809, 1.127], [-4.167, -3.006, -4.618], [-3.195, -2.722, -3.592], [-2.134, -3.265, -3.546], [-3.439, -1.605, -2.637], [-4.097, -2.723, -5.668], [-5.147, -2.644, -4.306], [-4.202, -4.090, -4.728], [-2.600, -1.384, -1.978], [-4.316, -1.815, -2.023], [-3.569, -0.719, -3.258], [5.582, 5.351, 2.179], [4.446, 4.697, 1.447], [3.838, 5.252, 0.492], [3.912, 3.424, 1.955], [5.421, 6.347, 2.591], [6.491, 5.479, 1.591], [5.754, 4.692, 3.030], [4.656, 2.647, 1.780], [3.044, 3.140, 1.359], [3.640, 3.420, 3.011], [-0.117, -7.070, 0.407], [-1.222, -6.080, 0.085], [-2.168, -5.915, 0.784], [-0.903, -5.040, -0.984], [0.826, -6.541, 0.262], [-0.121, -7.883, -0.318], [-0.101, -7.632, 1.341], [0.180, -4.921, -0.942], [-1.292, -4.085, -0.631], [-1.105, -5.484, -1.959]], "lowdin_charge": [0.05, -0.16, -0.06, -0.08, -0.08, -0.11, 0.10, 0.10, 0.10, 0.08, 0.08, 0.08, -0.12, -0.06, -0.09, -0.06, -0.12, 0.08, 0.10, 0.10, 0.09, 0.08, 0.04, -0.12, -0.10, -0.06, -0.08, -0.14, 0.10, 0.08, 0.10, 0.09, 0.10, 0.06, -0.14, -0.05, -0.06, -0.08, -0.20, 0.08, 0.09, 0.10, 0.10, 0.10, 0.06, -0.10, -0.05, -0.07, -0.06, -0.19, 0.08, 0.10, 0.10, 0.10, 0.10, -0.02, -0.46, 0.04, -0.01, 0.06, 0.08, 0.06, 0.07, 0.09, 0.07, -0.04, -0.46, 0.03, 0.00, 0.09, 0.09, 0.08, 0.09, 0.05, 0.08, -0.02, -0.47, 0.06, -0.03, 0.07, 0.07, 0.07, 0.06, 0.09, 0.08, -0.02, -0.45, 0.03, -0.03, 0.09, 0.08, 0.08, 0.08, 0.07, 0.06, -0.03, -0.43, 0.00, -0.02, 0.04, 0.06, 0.07, 0.08, 0.06, 0.05, -0.02, -0.54, 0.07, -0.01, 0.09, 0.09, 0.10, 0.07, 0.09, 0.08, -0.02, -0.47, 0.01, -0.04, 0.09, 0.09, 0.08, 0.09, 0.05, 0.10, -0.03, -0.49, 0.08, -0.01, 0.06, 0.08, 0.08, 0.06, 0.07, 0.09], "lumo_ha": 0.0162, "charge": 0, "energy_ha": -2786.42270, "relative_energy_kj_mol": 0.0}